Entry 1:
Formula: F2HPS2
Source: the OMol25 dataset
Level of theory: ωB97M-V/def2-TZVPD

CARTESIAN COORDINATES (ANGSTROEM)
F 3.60882 -2.42719 3.45570
F 2.16967 -3.71778 2.29083
P 2.15214 -3.00674 3.70504
S 1.08692 -0.61719 1.40633
S 0.26777 1.06415 0.63294
H 0.08197 0.86937 -0.79456

Properties
Kohn-Sham gap (alpha / beta)   8.5 / 6.2 eV
LUMO level (alpha / beta)   -0.768 / -2.040 eV

---

Entry 2:
Formula: F2NNaO8S3
Source: the OMol25 dataset
Level of theory: ωB97M-V/def2-TZVPD

CARTESIAN COORDINATES (ANGSTROEM)
Na 1.26880 -2.56641 -0.88233
S -1.12789 -3.21114 0.93964
O -1.16271 -2.98268 2.33415
O -2.43426 -3.54965 0.35655
O -0.65332 -1.98699 0.32601
O -0.34869 -4.36944 0.51537
N 0.02397 1.61507 0.35665
S -0.05620 1.33267 -1.08577
O 0.47759 0.00573 -1.41259
O -0.03491 2.29824 -2.17514
F -1.57779 0.89508 -1.08626
S 1.07728 2.89720 0.22841
O 0.60007 4.25511 0.36518
O 2.29404 2.61298 -0.53770
F 1.65405 2.75423 1.75787

Properties
Kohn-Sham gap (alpha / beta)   8.2 / 6.8 eV
LUMO level (alpha / beta)   1.262 / -0.129 eV
Total charge   -1
Multiplicity   2

---

Entry 3:
Formula: F2NNaO8S3
Source: the OMol25 dataset
Level of theory: ωB97M-V/def2-TZVPD

CARTESIAN COORDINATES (ANGSTROEM)
Na 25.19840 9.16923 23.33799
S 28.01621 10.01656 23.13965
O 28.38964 11.17161 23.96790
O 27.54496 8.87103 24.01933
O 26.83995 10.33132 22.25362
O 29.15259 9.55162 22.31176
N 21.64029 11.85242 24.73772
S 21.87689 10.98602 23.43220
O 23.24511 10.62848 23.20572
O 21.08958 11.32675 22.29630
F 21.23349 9.60426 23.92691
S 21.64078 13.41012 24.33112
O 20.32775 13.94776 24.27183
O 22.58831 13.77144 23.34251
F 22.24607 13.97597 25.67558

Properties
Kohn-Sham gap   5.1 eV
LUMO level   3.974 eV
Total charge   -2

---

Entry 4:
Formula: F2NO3S
Source: the OMol25 dataset
Level of theory: ωB97M-V/def2-TZVPD

CARTESIAN COORDINATES (ANGSTROEM)
N -0.87986 0.00113 -0.47953
O 0.84718 -0.02854 1.59318
O 1.24438 1.15320 -0.57813
O 1.30188 -1.25432 -0.50200
F -1.33618 1.23282 -0.03573
F -2.01810 -1.04400 -0.15051
S 0.84070 -0.06029 0.15272

Properties
Kohn-Sham gap   10.1 eV
SMILES   O=S(=O)([O-])N(F)F
LUMO level   4.105 eV
Total charge   -1

---

Entry 5:
Formula: F2O3S3
Source: the OMol25 dataset
Level of theory: ωB97M-V/def2-TZVPD

CARTESIAN COORDINATES (ANGSTROEM)
O -0.58311 0.72792 0.96415
O 0.43899 1.15739 -0.99563
O -0.73116 -0.99930 -0.65443
F -2.67937 -0.17119 0.45508
F 2.97436 -0.34682 0.25911
S -1.35583 0.33769 -0.33322
S 1.02444 0.66839 0.28191
S 0.91169 -1.37408 0.02303

Properties
Kohn-Sham gap   9.4 eV
LUMO level   -1.176 eV

---

Entry 6:
Formula: F3H3SSi2
Source: the OMol25 dataset
Level of theory: ωB97M-V/def2-TZVPD

CARTESIAN COORDINATES (ANGSTROEM)
F 4.74630 -0.81040 -0.90978
F 2.99053 -0.57611 0.86278
F 4.78428 1.16178 0.63072
Si -1.16971 0.10086 0.26921
Si 3.80221 0.25350 -0.21491
S -0.14696 1.56158 -0.58912
H -1.16500 -1.27996 -0.17791
H -2.02797 0.22674 1.43670
H 2.96710 0.97914 -1.11519

Properties
Kohn-Sham gap   8.5 eV
SMILES   F[SiH](F)F.[SiH2]=S
LUMO level   -1.022 eV

---

Entry 7:
Formula: F3H3SSi2
Source: the OMol25 dataset
Level of theory: ωB97M-V/def2-TZVPD

CARTESIAN COORDINATES (ANGSTROEM)
F 1.88897 1.61960 -0.76659
F 0.93131 1.21240 1.47104
F -0.35160 2.50568 -0.23281
Si -0.41608 -0.70626 -0.89932
Si 0.52899 1.19566 -0.06390
S -1.29856 -1.78709 1.51780
H -1.68452 -0.57958 -1.59952
H 0.49330 -1.68575 -1.49217
H -0.09181 -1.77466 2.06547

Properties
Kohn-Sham gap   8.1 eV
LUMO level   -1.343 eV

---

Entry 8:
Formula: F3H8HfO4
Source: the OMol25 dataset
Level of theory: ωB97M-V/def2-TZVPD

CARTESIAN COORDINATES (ANGSTROEM)
Hf -3.59042 -0.04899 -1.38168
F -0.54862 0.28765 0.08085
F -1.64184 -0.27249 -4.12151
F -4.12451 2.16633 1.28739
O 2.80594 -0.52960 -1.84376
H 2.08982 -0.18182 -1.31232
H 3.59680 -0.32228 -1.34597
O 1.17238 -0.32472 3.46941
H 0.71119 -0.20372 2.63942
H 0.49010 -0.58821 4.08690
O 1.43245 4.05806 0.84376
H 2.29681 4.21112 0.46205
H 1.42086 3.12211 1.04401
O -2.22572 -3.45072 -1.33541
H -2.23826 -4.18825 -1.94543
H -1.64701 -3.73446 -0.62771

Properties
Kohn-Sham gap   2.4 eV
LUMO level   -11.034 eV
Total charge   +1

---

Entry 9:
Formula: F3Li2Sr4
Source: the OMol25 dataset
Level of theory: ωB97M-V/def2-TZVPD

CARTESIAN COORDINATES (ANGSTROEM)
Sr 0.00825 -11.57496 -31.28053
Sr 2.52486 -8.12215 -32.70827
Sr 2.89328 -11.10362 -34.20449
Sr 2.86295 -9.55513 -28.63879
Li 3.27982 -13.13908 -30.53088
Li 4.58994 -11.50109 -30.71948
F 2.18032 -10.48417 -31.36034
F 3.88769 -12.63656 -32.50477
F 4.70443 -9.91424 -32.72909

Properties
Kohn-Sham gap   7.1 eV
LUMO level   -28.122 eV
Total charge   +7

---

Entry 10:
Formula: F3NO2S
Source: the OMol25 dataset
Level of theory: ωB97M-V/def2-TZVPD

CARTESIAN COORDINATES (ANGSTROEM)
N -0.66958 -0.43736 -1.46453
O -0.97722 0.89974 2.03103
O 1.01467 1.61771 0.79869
F 0.09542 0.09833 -2.38041
F -0.34929 -1.76799 -1.30841
F 0.98954 -0.82646 1.61745
S 0.12710 0.59318 1.14575

Properties
Kohn-Sham gap (alpha / beta)   9.8 / 8.4 eV
LUMO level (alpha / beta)   -1.509 / -3.240 eV

---

Entry 11:
Formula: F4Li5
Source: the OMol25 dataset
Level of theory: ωB97M-V/def2-TZVPD

CARTESIAN COORDINATES (ANGSTROEM)
Li -1.78289 3.78565 -23.29180
Li -1.64412 1.57262 -21.67268
Li 0.85044 0.98054 -23.36380
Li 0.87452 4.46442 -21.64569
Li 1.42561 3.36534 -24.01220
F -0.15397 2.68441 -22.52146
F -2.57920 3.24219 -21.08572
F -2.57695 1.77321 -23.80824
F -0.47588 -0.28499 -22.48091

Properties
Kohn-Sham gap   3.8 eV
LUMO level   -8.130 eV
Total charge   +1

---

Entry 12:
Formula: F5H2Hf2O
Source: the OMol25 dataset
Level of theory: ωB97M-V/def2-TZVPD

CARTESIAN COORDINATES (ANGSTROEM)
Hf 2.40861 1.20233 0.85163
Hf -0.46983 0.36228 -1.93416
F 0.84552 -1.42090 -2.12279
F 1.63017 1.51035 -1.44364
F 0.32671 0.08033 0.33467
F -2.25365 -0.50324 -0.76841
F 3.05657 -0.74921 -0.04132
O -2.07326 -0.18828 2.02840
H -2.31881 -0.36971 1.10678
H -1.15203 0.07605 1.98885

Properties
Kohn-Sham gap   3.1 eV
LUMO level   -17.970 eV
Total charge   +3

---

Entry 13:
Formula: F5Li3Sr
Source: the OMol25 dataset
Level of theory: ωB97M-V/def2-TZVPD

CARTESIAN COORDINATES (ANGSTROEM)
Sr 13.88861 -2.46203 -16.47128
Li 14.61107 -2.49570 -13.69561
Li 14.41781 -5.21646 -13.67542
Li 12.77894 -0.87126 -12.19100
F 16.96814 -1.68366 -13.04443
F 13.69508 -0.73459 -14.03878
F 13.20623 -2.93951 -11.89574
F 12.53412 -4.16690 -14.91724
F 15.51522 -3.94350 -15.02881

Properties
Kohn-Sham gap   4.3 eV
LUMO level   -2.378 eV

---

Entry 14:
Formula: F6H16O8P
Source: the OMol25 dataset
Level of theory: ωB97M-V/def2-TZVPD

CARTESIAN COORDINATES (ANGSTROEM)
P 16.75251 27.78384 -6.91596
F 15.56616 26.81171 -7.49675
F 16.90822 28.37434 -8.41734
F 15.59054 28.88682 -6.66534
F 17.92241 28.76572 -6.41346
F 16.54176 27.20674 -5.42560
F 17.85757 26.62639 -7.13858
O 20.64141 29.72482 -6.01466
H 20.30914 30.54709 -5.64644
H 19.85517 29.16986 -6.09171
O 14.51630 30.52009 -9.78193
H 14.86285 31.34972 -9.44432
H 14.86825 29.85157 -9.18235
O 19.66463 27.70635 -9.60498
H 19.04883 28.29196 -10.05832
H 19.10038 27.14818 -9.06009
O 15.66803 25.76928 -10.03619
H 15.63378 26.14523 -9.14398
H 15.17904 24.94523 -9.96914
O 12.11302 26.72062 -8.63534
H 12.55109 26.56705 -9.47812
H 12.73964 26.40463 -7.97759
O 16.63519 24.13785 -6.59840
H 16.83183 25.08455 -6.57564
H 15.68054 24.09324 -6.50646
O 18.44549 30.40573 -9.89767
H 18.33784 31.32465 -10.15390
H 17.86482 30.28192 -9.13889
O 14.61250 28.62071 -3.76252
H 13.74584 28.24750 -3.58475
H 14.89222 28.21413 -4.59282

Properties
Kohn-Sham gap   10.6 eV
LUMO level   2.782 eV
Total charge   -1

---

Entry 15:
Formula: F6H22O11P
Source: the OMol25 dataset
Level of theory: ωB97M-V/def2-TZVPD

CARTESIAN COORDINATES (ANGSTROEM)
P -8.20557 -8.26941 13.03819
F -8.86822 -6.99136 12.28183
F -9.70126 -8.89318 13.28753
F -7.93102 -9.01464 11.62919
F -7.55448 -9.46094 13.81325
F -6.72995 -7.54866 12.89186
F -8.33513 -7.47057 14.48380
O -5.81632 -6.48406 15.35893
H -6.42044 -6.81907 14.69633
H -4.96505 -6.84566 15.11229
O -8.48847 -11.32660 9.39008
H -8.97535 -10.50524 9.45761
H -7.72570 -11.11004 8.85388
O -10.02168 -5.03823 13.95664
H -9.84938 -5.86149 13.49971
H -9.63453 -4.36657 13.39520
O -10.12368 -9.93901 16.13906
H -9.85463 -9.42085 16.89759
H -9.94585 -9.37398 15.38717
O -4.55594 -9.77459 13.02777
H -4.26077 -9.40431 12.19591
H -5.51033 -9.70921 12.99439
O -7.70830 -6.26885 17.59183
H -7.05890 -6.32810 18.29254
H -7.19040 -6.19217 16.79049
O -9.83328 -8.76632 9.66284
H -9.84430 -8.02133 10.26374
H -9.91027 -8.37423 8.79303
O -6.50690 -7.44489 10.09951
H -5.97860 -7.51970 10.89421
H -7.04293 -8.23789 10.09215
O -7.84465 -4.61826 11.37462
H -7.97586 -5.42436 11.87383
H -8.54304 -4.62498 10.72006
O -8.25023 -11.72566 12.29247
H -8.12208 -11.39503 11.40337
H -8.47150 -10.94975 12.80749
O -3.95278 -6.86174 11.89207
H -4.46909 -6.05827 11.82830
H -3.61226 -6.85782 12.78665

Properties
Kohn-Sham gap (alpha / beta)   10.2 / 2.1 eV
LUMO level (alpha / beta)   -0.363 / -8.411 eV
Multiplicity   2

---

Entry 16:
Formula: F6H8N3Na2O16S6
Source: the OMol25 dataset
Level of theory: ωB97M-V/def2-TZVPD

CARTESIAN COORDINATES (ANGSTROEM)
Na 1.88865 -2.00173 2.15977
Na 1.39070 -0.32736 -0.25282
N -1.42623 3.63109 -2.16972
S -2.24732 2.46014 -3.06549
O -3.49987 1.95547 -2.55952
O -1.37489 1.52844 -3.74259
F -2.72726 3.42243 -4.26138
S -1.35567 2.90425 -0.79839
O -0.40386 1.80987 -0.72552
O -2.53327 2.80831 0.02088
F -0.52511 4.09607 -0.08655
N 1.34315 0.30171 1.95823
S 2.30394 1.75023 2.17421
O 3.02085 1.93467 3.41099
O 2.03606 2.84007 1.27694
F 3.54544 1.09479 1.34024
S 0.28308 0.85982 2.92562
O -0.73272 1.70468 2.35067
O 0.60344 1.10869 4.31029
F -0.59251 -0.52092 2.91044
N -3.56131 -2.57894 0.21145
S -2.74857 -1.09092 0.15851
O -1.31232 -1.02885 0.24489
O -3.47347 -0.04371 0.80172
F -2.98961 -0.79953 -1.38274
S -2.65929 -3.24370 1.28581
O -2.51390 -2.59632 2.55228
O -1.47918 -3.98189 0.83085
F -3.74611 -4.44326 1.61054
O 0.74175 -3.04257 0.34744
H 0.03260 -3.66153 0.63899
H 1.19282 -3.50018 -0.37015
O 3.43814 0.99613 -1.67207
H 4.27723 0.63380 -1.37501
H 3.12723 0.37738 -2.34896
O 0.64964 -0.15216 -2.62466
H 0.35922 -0.94831 -3.08115
H 0.30547 0.58170 -3.15850
O 3.48449 -1.45765 0.24720
H 4.25709 -0.99793 -0.09553
H 3.62149 -2.38227 0.00280

Properties
Kohn-Sham gap   6.5 eV
LUMO level   0.107 eV
Total charge   -1

---

Entry 17:
Formula: F6InP
Source: the OMol25 dataset
Level of theory: ωB97M-V/def2-TZVPD

CARTESIAN COORDINATES (ANGSTROEM)
In 4.57948 -3.16518 0.02286
P -0.71969 0.40973 0.01466
F -2.33983 0.41899 0.41872
F -0.96332 1.81887 -0.78929
F -0.12688 1.36284 1.15918
F 0.76131 0.49177 -0.53296
F -0.33010 -0.78128 0.96771
F -0.86097 -0.55575 -1.26087

Properties
Kohn-Sham gap   2.3 eV
LUMO level   -18.171 eV
Total charge   +2

---

Entry 18:
Formula: F6KN3O12S6
Source: the OMol25 dataset
Level of theory: ωB97M-V/def2-TZVPD

CARTESIAN COORDINATES (ANGSTROEM)
K -2.96475 5.52507 -24.36080
N -7.57157 2.93013 -25.48878
S -7.04858 2.32518 -26.84256
O -5.78109 1.67881 -26.88316
O -7.56799 2.91914 -28.03065
F -8.06201 1.02569 -26.73506
S -6.85745 4.37396 -25.43529
O -7.16063 5.32548 -26.43499
O -5.56206 4.36029 -24.81368
F -7.74987 4.90121 -24.19375
N -2.46505 5.31017 -27.21661
S -2.55946 6.50266 -28.38560
O -3.78072 7.22841 -28.35286
O -2.01585 6.22714 -29.67282
F -1.50179 7.45212 -27.70855
S -3.36685 4.22439 -27.86905
O -2.82919 3.37839 -28.88487
O -4.77889 4.41108 -27.91235
F -3.26248 3.26171 -26.53342
N -0.66782 6.94600 -23.78382
S -0.16470 6.93355 -22.20262
O -0.77774 7.81570 -21.28543
O 1.20804 6.60558 -22.05946
F -0.89218 5.52625 -21.90955
S -0.68638 8.48387 -23.94359
O 0.55647 9.16379 -23.73116
O -1.89476 9.18850 -23.65764
F -0.71000 8.48148 -25.54468

Properties
Kohn-Sham gap   8.7 eV
LUMO level   3.952 eV
Total charge   -2

---

Entry 19:
Formula: F6N3Na2O12S6
Source: the OMol25 dataset
Level of theory: ωB97M-V/def2-TZVPD

CARTESIAN COORDINATES (ANGSTROEM)
Na -0.04532 0.58212 0.55586
Na -0.96806 3.62806 -3.16457
N 0.02969 -3.12576 3.76158
S 1.20951 -3.56337 4.94000
O 2.10031 -4.66355 4.51844
O 0.87594 -3.39939 6.32711
F 2.19746 -2.32408 4.72819
S -0.95846 -4.14659 4.20821
O -1.92245 -3.73429 5.22790
O -0.64900 -5.54801 4.14906
F -1.97707 -4.06148 2.96866
N 3.28145 4.01207 -0.71886
S 4.59123 4.31345 -1.73711
O 5.54878 3.21447 -1.73317
O 5.15485 5.66350 -1.98762
F 3.82612 3.97062 -3.08232
S 3.88535 4.94951 0.35085
O 3.66374 6.38814 0.44884
O 5.06682 4.55242 1.04113
F 2.84625 4.41778 1.42730
N -3.67957 -0.51483 -3.06417
S -3.26351 -1.85222 -4.02734
O -3.89525 -2.10363 -5.35418
O -2.82978 -3.04203 -3.22907
F -1.84088 -1.15053 -4.39405
S -5.14587 -0.71151 -3.22034
O -5.84250 -1.99175 -2.91497
O -5.75893 0.20743 -4.17795
F -5.50094 0.03359 -1.84728

Properties
Kohn-Sham gap   4.0 eV
LUMO level   -3.096 eV
Total charge   -1

---

Entry 20:
Formula: FH16O8
Source: the OMol25 dataset
Level of theory: ωB97M-V/def2-TZVPD

CARTESIAN COORDINATES (ANGSTROEM)
F -0.44054 0.16675 0.11798
O 1.12591 2.08306 -1.11373
H 0.50577 1.38312 -0.72490
H 0.80996 2.96625 -0.93537
O -1.83697 1.51496 1.84832
H -1.75988 2.45650 1.63215
H -1.31656 1.05856 1.12226
O 3.27776 0.10439 -0.81041
H 3.11433 -0.83450 -0.86726
H 2.40424 0.31882 -0.57347
O -0.54424 -1.48800 -1.80139
H -1.44530 -1.75396 -1.73981
H -0.53605 -0.74281 -1.19973
O -1.40550 -1.54821 2.06962
H -1.22541 -0.91634 1.36253
H -1.37951 -2.45696 1.63249
O 1.70924 1.01140 1.49882
H 1.68430 1.70593 0.81579
H 1.05139 0.44113 1.07503
O -2.86545 0.36718 -0.82645
H -1.98513 0.10804 -0.39598
H -2.73705 0.39632 -1.77232
O 1.59027 -2.02743 0.00997
H 1.44555 -2.82702 -0.44186
H 0.75886 -1.48718 0.01771

Properties
Kohn-Sham gap   10.1 eV
LUMO level   3.255 eV
Total charge   -1